Entry 1:
{
  "formula": "C7H20N10O11Zn2",
  "method": "the ωB97M-V functional and the def2-TZVPD basis",
  "species": ["Zn", "Zn", "C", "O", "O", "O", "C", "O", "O", "O", "C", "O", "N", "N", "H", "H", "H", "H", "C", "O", "N", "N", "H", "H", "H", "H", "C", "O", "N", "N", "H", "H", "H", "H", "C", "O", "N", "N", "H", "H", "H", "H", "C", "O", "N", "N", "H", "H", "H", "H"],
  "positions_angstrom": [[0.177, -1.752, 2.291], [1.432, -1.233, -0.471], [-0.823, -0.287, 0.410], [-1.503, -0.919, 1.312], [-0.525, -0.711, -0.764], [0.351, -0.166, 0.946], [2.291, -2.811, 1.467], [2.795, -1.774, 0.863], [1.180, -3.016, 0.928], [2.037, -2.409, 2.730], [-3.849, -2.638, -1.086], [-4.474, -3.660, -1.414], [-2.716, -2.320, -1.733], [-4.269, -1.726, -0.178], [-2.012, -1.655, -1.414], [-2.517, -3.078, -2.372], [-5.115, -1.888, 0.341], [-3.607, -1.120, 0.270], [4.529, 1.312, 1.476], [5.041, 2.416, 1.626], [5.279, 0.238, 1.058], [3.261, 0.910, 1.821], [6.218, 0.403, 0.746], [4.881, -0.684, 1.002], [2.452, 1.495, 1.869], [3.196, -0.082, 1.672], [-0.768, 1.043, -3.963], [-0.629, 1.432, -5.125], [-1.552, 1.586, -3.002], [-0.074, -0.060, -3.557], [-1.453, 1.229, -2.073], [-1.895, 2.502, -3.238], [0.312, -0.634, -4.283], [-0.303, -0.388, -2.631], [2.544, 1.419, -1.639], [2.439, 0.186, -1.491], [1.841, 2.271, -0.853], [3.291, 2.036, -2.563], [1.205, 1.909, -0.163], [1.982, 3.262, -0.886], [3.777, 1.586, -3.316], [3.335, 3.024, -2.415], [-3.907, 0.672, 3.774], [-4.745, 0.909, 4.630], [-3.417, -0.571, 3.518], [-3.314, 1.640, 3.006], [-3.509, -1.189, 4.312], [-2.671, -0.768, 2.871], [-2.351, 1.570, 2.744], [-3.848, 2.490, 2.947]],
  "largest_force_ev_per_a": 11.1,
  "homo_energy_ev": -9.510
}

***

Entry 2:
{
  "formula": "C24H26Cl3N5Pm",
  "method": "the ωB97M-V functional and the def2-TZVPD basis",
  "species": ["Pm", "C", "C", "C", "N", "C", "C", "C", "C", "C", "C", "C", "N", "C", "C", "C", "N", "C", "C", "C", "C", "C", "C", "C", "N", "C", "C", "H", "H", "H", "H", "H", "H", "H", "H", "H", "H", "H", "H", "H", "H", "H", "H", "H", "H", "H", "H", "H", "H", "H", "H", "H", "H", "Cl", "C", "Cl", "Cl", "C", "N"],
  "positions_angstrom": [[0.046, 0.249, -0.217], [0.609, -3.090, -1.302], [1.566, -3.300, -0.098], [2.602, -2.222, -0.111], [2.073, -0.908, 0.180], [3.014, 0.041, 0.541], [4.430, -0.208, 0.214], [5.550, 0.428, 0.648], [5.708, 1.631, 1.335], [4.731, 2.557, 1.557], [3.343, 2.388, 1.569], [2.478, 1.247, 1.197], [1.194, 1.358, 1.503], [0.728, 2.342, 2.480], [-0.667, 2.102, 3.058], [-1.745, 2.162, 1.989], [-1.753, 0.902, 1.178], [-2.926, 0.301, 0.828], [-4.079, 0.279, 1.683], [-5.348, -0.051, 1.252], [-5.790, -0.060, -0.054], [-5.103, -0.165, -1.288], [-3.720, -0.343, -1.479], [-2.824, -0.524, -0.423], [-1.740, -1.266, -0.504], [-1.854, -2.463, -1.408], [-0.849, -3.559, -1.089], [0.540, -2.034, -1.567], [1.143, -3.623, -2.152], [0.987, -3.348, 0.871], [2.036, -4.253, -0.254], [3.357, -2.509, 0.609], [3.042, -2.326, -1.107], [4.609, -0.998, -0.509], [6.475, -0.075, 0.430], [6.690, 1.834, 1.689], [4.900, 3.596, 1.793], [2.787, 3.193, 1.961], [1.458, 2.346, 3.329], [0.629, 3.290, 2.043], [-0.743, 1.156, 3.630], [-0.964, 2.919, 3.781], [-2.730, 2.325, 2.409], [-1.497, 2.959, 1.275], [-3.791, 0.449, 2.710], [-6.135, -0.188, 1.972], [-6.844, -0.057, -0.059], [-5.810, -0.211, -2.110], [-3.412, -0.556, -2.501], [-2.889, -2.894, -1.299], [-1.730, -2.093, -2.444], [-1.111, -3.934, -0.053], [-1.023, -4.431, -1.756], [-0.946, 0.670, -5.777], [0.126, 1.718, -4.776], [1.882, 1.494, -4.870], [-0.279, 3.434, -4.864], [-0.078, 1.351, -3.372], [-0.353, 0.970, -2.268]],
  "charge": 1,
  "e_above_lowest_kcal_mol": 0.0,
  "largest_force_ev_per_a": 8.8,
  "homo_energy_ev": [-9.610, -9.621],
  "spin_multiplicity": 5
}

***

Entry 3:
{
  "formula": "C57H70N5O6ScSe",
  "method": "the ωB97M-V functional and the def2-TZVPD basis",
  "species": ["Sc", "C", "C", "C", "C", "C", "C", "C", "C", "N", "C", "O", "C", "C", "C", "C", "C", "N", "C", "O", "N", "C", "C", "C", "C", "C", "C", "C", "C", "H", "H", "H", "H", "H", "H", "H", "H", "H", "H", "H", "H", "H", "H", "H", "H", "H", "H", "H", "H", "H", "C", "C", "C", "C", "C", "C", "C", "Se", "C", "C", "C", "C", "C", "C", "O", "C", "C", "C", "C", "C", "C", "C", "C", "C", "O", "C", "C", "C", "C", "C", "C", "H", "H", "H", "H", "H", "H", "H", "H", "H", "H", "H", "H", "H", "H", "H", "H", "H", "H", "H", "H", "H", "H", "H", "H", "H", "H", "H", "H", "H", "H", "H", "H", "H", "H", "H", "H", "H", "H", "H", "H", "C", "O", "C", "O", "H", "H", "H", "C", "C", "N", "C", "C", "N", "H", "H", "H", "H", "H", "H"],
  "positions_angstrom": [[-1.491, -1.032, -1.079], [-2.572, 2.467, -3.327], [-2.794, 2.959, -1.924], [-2.558, 4.284, -1.570], [-2.863, 4.749, -0.297], [-3.461, 3.888, 0.614], [-3.708, 2.557, 0.286], [-4.464, 1.654, 1.229], [-3.301, 2.071, -0.970], [-3.399, 0.692, -1.246], [-4.535, 0.276, -1.781], [-5.499, 0.949, -2.195], [-4.675, -1.226, -1.756], [-5.772, -1.845, -2.324], [-5.886, -3.217, -2.204], [-4.948, -3.914, -1.450], [-3.913, -3.206, -0.876], [-3.758, -1.893, -1.064], [-3.004, -3.855, 0.147], [-3.314, -5.001, 0.534], [-2.029, -3.059, 0.553], [-1.268, -3.488, 1.671], [-1.385, -2.790, 2.887], [-2.437, -1.721, 3.086], [-0.543, -3.104, 3.952], [0.390, -4.122, 3.856], [0.450, -4.864, 2.684], [-0.372, -4.574, 1.599], [-0.309, -5.427, 0.365], [-1.839, 3.080, -3.851], [-3.515, 2.502, -3.881], [-2.241, 1.429, -3.321], [-2.121, 4.958, -2.301], [-2.644, 5.776, -0.022], [-3.744, 4.250, 1.600], [-4.486, 2.072, 2.240], [-4.030, 0.658, 1.266], [-5.494, 1.534, 0.873], [-6.486, -1.229, -2.853], [-6.717, -3.743, -2.664], [-5.019, -4.974, -1.244], [-1.997, -0.726, 3.159], [-2.975, -1.900, 4.021], [-3.152, -1.713, 2.266], [-0.625, -2.530, 4.872], [1.059, -4.340, 4.683], [1.152, -5.691, 2.602], [0.502, -6.156, 0.440], [-0.143, -4.808, -0.514], [-1.258, -5.952, 0.228], [3.867, 0.934, 4.738], [2.525, 0.225, 4.978], [1.598, 1.200, 5.706], [2.752, -0.993, 5.888], [1.927, -0.224, 3.646], [0.711, 0.232, 3.160], [0.244, -0.209, 1.938], [-1.291, 0.653, 1.194], [-0.295, 1.995, 0.247], [0.077, 3.128, 0.943], [0.908, 4.072, 0.356], [1.335, 3.788, -0.938], [0.967, 2.672, -1.687], [0.086, 1.718, -1.088], [-0.337, 0.631, -1.678], [1.642, 2.556, -3.075], [3.143, 2.298, -2.857], [1.478, 3.879, -3.848], [1.120, 1.436, -3.977], [1.362, 5.349, 1.063], [2.894, 5.381, 1.159], [0.798, 5.434, 2.482], [0.876, 6.577, 0.279], [0.902, -1.151, 1.107], [0.378, -1.477, -0.042], [2.168, -1.614, 1.603], [2.616, -1.114, 2.825], [3.167, -2.505, 0.826], [4.044, -1.569, -0.026], [4.080, -3.306, 1.779], [2.512, -3.544, -0.089], [4.291, 1.293, 5.686], [3.728, 1.790, 4.070], [4.593, 0.260, 4.273], [2.055, 1.505, 6.654], [0.629, 0.739, 5.925], [1.420, 2.102, 5.108], [3.164, -0.683, 6.858], [3.448, -1.704, 5.432], [1.807, -1.519, 6.059], [0.111, 0.951, 3.707], [-0.298, 3.249, 1.953], [2.013, 4.499, -1.407], [3.607, 3.096, -2.267], [3.662, 2.234, -3.822], [3.290, 1.353, -2.321], [2.046, 4.699, -3.399], [0.426, 4.178, -3.880], [1.833, 3.753, -4.877], [1.260, 0.457, -3.537], [1.660, 1.479, -4.933], [0.055, 1.530, -4.176], [3.258, 4.498, 1.695], [3.231, 6.279, 1.693], [3.354, 5.382, 0.166], [1.129, 4.586, 3.092], [-0.298, 5.442, 2.473], [1.144, 6.356, 2.961], [1.294, 6.590, -0.734], [1.174, 7.506, 0.784], [-0.215, 6.559, 0.189], [3.584, -1.458, 3.175], [4.541, -0.822, 0.603], [3.427, -1.033, -0.758], [4.811, -2.140, -0.566], [4.855, -2.692, 2.251], [4.591, -4.091, 1.209], [3.483, -3.782, 2.564], [1.678, -3.132, -0.643], [2.128, -4.373, 0.509], [3.267, -3.945, -0.779], [-1.150, -1.030, -5.652], [-0.854, -0.940, -4.269], [-1.926, -1.187, -3.396], [-2.978, -1.460, -3.921], [-1.869, -0.266, -5.955], [-0.204, -0.870, -6.174], [-1.565, -2.000, -5.916], [1.704, -1.898, -3.010], [0.695, -2.991, -3.078], [-0.374, -3.129, -2.333], [-1.033, -4.265, -2.773], [-0.345, -4.828, -3.796], [0.762, -4.010, -3.974], [1.379, -1.155, -2.283], [1.801, -1.413, -3.984], [2.677, -2.287, -2.699], [-1.963, -4.590, -2.322], [-0.524, -5.707, -4.397], [1.471, -4.118, -4.669]],
  "charge": -2,
  "e_above_lowest_kcal_mol": 0.0,
  "largest_force_ev_per_a": 0.9,
  "homo_energy_ev": -2.285
}

***

Please write out number 1 again, unchanged.
{
  "formula": "C7H20N10O11Zn2",
  "method": "the ωB97M-V functional and the def2-TZVPD basis",
  "species": ["Zn", "Zn", "C", "O", "O", "O", "C", "O", "O", "O", "C", "O", "N", "N", "H", "H", "H", "H", "C", "O", "N", "N", "H", "H", "H", "H", "C", "O", "N", "N", "H", "H", "H", "H", "C", "O", "N", "N", "H", "H", "H", "H", "C", "O", "N", "N", "H", "H", "H", "H"],
  "positions_angstrom": [[0.177, -1.752, 2.291], [1.432, -1.233, -0.471], [-0.823, -0.287, 0.410], [-1.503, -0.919, 1.312], [-0.525, -0.711, -0.764], [0.351, -0.166, 0.946], [2.291, -2.811, 1.467], [2.795, -1.774, 0.863], [1.180, -3.016, 0.928], [2.037, -2.409, 2.730], [-3.849, -2.638, -1.086], [-4.474, -3.660, -1.414], [-2.716, -2.320, -1.733], [-4.269, -1.726, -0.178], [-2.012, -1.655, -1.414], [-2.517, -3.078, -2.372], [-5.115, -1.888, 0.341], [-3.607, -1.120, 0.270], [4.529, 1.312, 1.476], [5.041, 2.416, 1.626], [5.279, 0.238, 1.058], [3.261, 0.910, 1.821], [6.218, 0.403, 0.746], [4.881, -0.684, 1.002], [2.452, 1.495, 1.869], [3.196, -0.082, 1.672], [-0.768, 1.043, -3.963], [-0.629, 1.432, -5.125], [-1.552, 1.586, -3.002], [-0.074, -0.060, -3.557], [-1.453, 1.229, -2.073], [-1.895, 2.502, -3.238], [0.312, -0.634, -4.283], [-0.303, -0.388, -2.631], [2.544, 1.419, -1.639], [2.439, 0.186, -1.491], [1.841, 2.271, -0.853], [3.291, 2.036, -2.563], [1.205, 1.909, -0.163], [1.982, 3.262, -0.886], [3.777, 1.586, -3.316], [3.335, 3.024, -2.415], [-3.907, 0.672, 3.774], [-4.745, 0.909, 4.630], [-3.417, -0.571, 3.518], [-3.314, 1.640, 3.006], [-3.509, -1.189, 4.312], [-2.671, -0.768, 2.871], [-2.351, 1.570, 2.744], [-3.848, 2.490, 2.947]],
  "largest_force_ev_per_a": 11.1,
  "homo_energy_ev": -9.510
}